This record from the OMol25 dataset describes an isolated ion of composition C4H8N3 and charge +1 in a non-equilibrium geometry. The level of theory is ωB97M-V with the def2-TZVPD basis set.

Properties
Spin multiplicity: 1
Energy, Eh: -321.044497
Energy relative to the best compared isomer or geometry (same formula, charge and spin), kcal per mole: 154.9
Kohn-Sham gap, eV: 10.73
SMILES string: C[N@@H+]1CN2CC2=N1
Net charge: +1
LUMO level, eV: -4.168

Positions of all 15 atoms, in Å:
C: -0.726 0.166 1.647
N: -0.918 0.568 0.254
C: -0.734 -0.592 -0.699
N: 0.731 -0.680 -0.508
C: 1.843 -0.217 -1.309
C: 1.123 0.696 -0.411
N: 0.145 1.441 -0.003
H: 0.189 -0.364 1.539
H: -0.750 1.081 2.302
H: -1.476 -0.478 2.118
H: -1.797 1.133 0.386
H: -0.949 -0.434 -1.707
H: -1.175 -1.566 -0.183
H: 1.643 -0.187 -2.365
H: 2.850 -0.568 -1.061